(1)
DFT (the ωB97M-V functional and the def2-TZVPD basis) results for a molecular structure, C20H25BN6O6S2Sm in a non-equilibrium geometry.

Calculated values
Relative energy (zero: lowest compared OMol25 entry of this formula, charge and spin), kcal per mole: 0.00
2S+1: 6
Orbital gap (spin up / spin down), eV: 7.4189 / 7.4446
⟨S²⟩: 8.76
Charge: +1

The geometry in XYZ format:
```
61
Properties=species:S:1:pos:R:3:forces:R:3
Sm -0.06338 -0.53896 0.02168 1.177 -1.335 0.078
O 3.86815 -2.67890 -1.66344 -0.346 -0.071 0.101
C 2.84407 -1.90824 -1.30642 0.481 0.196 -0.118
O 1.73580 -2.32552 -1.06093 -0.162 -0.005 0.028
C 3.18817 -0.45870 -1.20940 -0.071 -0.239 -0.066
C 4.45877 0.05995 -1.32623 0.137 0.073 -0.013
C 4.62565 1.42790 -1.10944 0.061 -0.056 -0.012
C 3.52780 2.20590 -0.79468 0.137 -0.060 -0.236
C 2.29294 1.58158 -0.70470 -0.046 0.189 0.145
N 2.12945 0.28481 -0.90572 0.021 0.260 0.092
C 1.03831 2.30620 -0.26998 -0.271 -0.148 0.330
O 0.79652 3.40917 -0.72493 -0.034 0.112 0.106
O 0.32877 1.60900 0.56190 0.322 0.880 -0.452
H 3.55362 -3.59811 -1.64835 0.131 0.019 -0.045
H 5.29458 -0.58414 -1.55869 -0.017 0.012 0.006
H 5.61103 1.87092 -1.17566 -0.019 -0.026 -0.003
H 3.60319 3.27004 -0.62169 -0.012 -0.006 -0.001
C -0.06207 -5.15951 -1.70120 -0.022 0.027 0.164
N -0.14390 -4.54212 -0.38791 0.170 -0.199 -0.112
C 0.51366 -4.98469 0.75172 -0.048 -0.073 -0.224
C 0.26353 -4.09120 1.71769 -0.107 0.265 0.029
N -0.54841 -3.08808 1.18925 -0.144 0.007 0.115
B -1.46293 -2.21742 2.13718 -0.050 -0.146 0.220
N -0.83728 -0.79061 2.56103 -0.061 -0.098 -0.162
C -1.68880 0.11615 3.19086 0.078 -0.208 -0.169
C -0.93228 1.06495 3.76250 0.211 0.071 0.046
N 0.38981 0.75303 3.49080 0.088 0.249 0.101
C 1.52759 1.61547 3.77455 -0.154 -0.121 0.022
C 0.44197 -0.37605 2.75744 -0.169 -0.007 0.426
S 1.82936 -1.07468 2.05206 0.150 -0.013 0.238
C -0.77494 -3.38602 -0.12188 -0.062 -0.205 0.080
S -1.58201 -2.42936 -1.28929 -0.129 -0.433 -0.046
H 0.32570 -6.16718 -1.57662 0.008 -0.005 -0.028
H 0.59392 -4.58014 -2.34933 0.000 0.032 -0.015
H -1.05033 -5.20413 -2.14934 -0.023 0.009 -0.013
H 1.06864 -5.90699 0.77047 -0.028 0.037 -0.033
H 0.56017 -4.07980 2.75029 -0.019 0.021 -0.021
H -1.61589 -2.84230 3.15779 -0.003 0.085 -0.136
H -2.47573 -1.95859 1.55077 -0.004 0.012 0.019
H -2.75535 -0.02258 3.17917 0.039 -0.015 -0.022
H -1.20536 1.93319 4.33692 0.041 -0.027 -0.014
H 1.35932 2.11252 4.72672 0.004 0.020 -0.007
H 1.63929 2.35253 2.98077 0.002 0.013 -0.025
H 2.42353 1.00642 3.83438 0.026 -0.016 -0.001
O -1.00387 0.70535 -1.80791 -0.394 0.149 -0.133
C -2.02360 0.90019 -1.07481 0.194 0.261 0.122
O -2.15533 0.44043 0.07359 -0.857 0.389 -0.248
C -3.11720 1.79788 -1.61989 -0.049 0.232 -0.300
N -2.58403 2.37471 -2.92482 -0.178 0.126 0.171
C -2.46015 3.88026 -2.75798 -0.003 -0.226 -0.059
C -2.40364 4.06593 -1.25182 -0.023 0.000 0.010
C -3.39163 3.01702 -0.73872 -0.031 -0.008 -0.006
H -3.99637 1.18774 -1.81423 -0.043 0.013 -0.045
H -3.15204 2.11879 -3.72761 -0.032 0.026 0.018
H -1.65893 1.92983 -3.03390 0.125 -0.103 0.057
H -3.35472 4.31908 -3.19411 -0.021 0.042 -0.001
H -1.58330 4.21442 -3.30504 0.026 0.036 0.035
H -2.68697 5.08064 -0.97921 -0.001 -0.016 0.025
H -1.39473 3.87662 -0.87783 -0.013 -0.010 -0.029
H -4.42285 3.34636 -0.87299 0.005 0.011 0.003
H -3.24530 2.75902 0.30720 0.012 -0.001 0.007
```
Forces are in eV/Å.

Atomic partial charges in e from the Löwdin method, atoms 1 to 4: number 1, Sm, carries 1.54; number 2, O, carries 0.16; number 3, C, carries -0.44; number 4, O, carries 0.03

***

(2)
DFT (the ωB97M-V functional and the def2-TZVPD basis) results for a molecular structure, C28H36BN9O2Sm in a non-equilibrium geometry.

Calculated values
Relative energy (zero: lowest compared OMol25 entry of this formula, charge and spin), kcal per mole: 0.00
2S+1: 6
Orbital gap (spin up / spin down), eV: 8.5739 / 8.6856
⟨S²⟩: 8.76
Charge: +1

The geometry in XYZ format:
```
77
Properties=species:S:1:pos:R:3:forces:R:3
Sm 13.12176 -16.06865 5.70098 -0.289 -0.836 0.574
C 13.31023 -12.83497 3.43436 1.048 -0.730 -0.878
C 13.75646 -12.77405 4.82579 0.096 0.947 0.145
C 14.52309 -11.72154 5.34141 -0.187 -0.042 -0.212
C 14.66810 -12.00594 6.66660 -0.140 -1.972 0.189
C 15.37978 -11.32577 7.72574 1.149 1.184 0.797
N 14.07461 -13.21230 6.92888 0.000 0.456 -1.128
N 13.47575 -13.66906 5.75643 0.426 0.335 0.814
B 13.90246 -13.94980 8.27874 -1.259 2.127 0.836
N 12.36099 -14.20133 8.41978 0.303 -1.899 -0.528
N 11.81915 -15.23582 7.69764 -0.707 0.453 -0.269
C 10.47238 -15.17110 7.89804 1.555 -1.083 -1.435
C 9.54370 -16.03520 7.10297 0.106 0.384 0.815
C 10.18550 -14.14636 8.74236 -0.512 0.439 0.746
C 11.39331 -13.58191 9.08446 0.951 0.938 0.352
C 11.68651 -12.44560 9.99726 -0.004 -0.846 1.222
N 14.79013 -15.14841 8.44511 -0.683 -0.002 -0.863
N 15.06121 -16.05238 7.43346 -0.713 0.814 0.692
C 15.92303 -16.88845 7.97795 1.528 -0.553 0.028
C 16.51340 -17.98340 7.15850 0.338 -0.508 -0.468
C 16.27371 -16.51741 9.28332 -0.655 -0.495 -0.135
C 15.45985 -15.42807 9.55761 0.585 -0.277 0.515
C 15.22141 -14.72427 10.85454 -0.025 0.632 0.797
H 13.23949 -11.85077 3.00790 -0.379 0.395 -0.081
H 12.44017 -13.42317 3.26796 -1.032 -0.233 0.018
H 14.07850 -13.34001 2.83867 0.104 0.039 -0.025
H 14.93135 -10.86711 4.82608 -0.203 -0.003 -0.055
H 15.57162 -10.26983 7.49606 -0.260 -0.240 -0.037
H 16.37949 -11.75342 7.92183 -0.486 -0.093 0.002
H 14.77620 -11.39911 8.62067 0.221 0.238 0.360
H 14.14239 -13.14249 9.17231 0.085 -0.589 -0.560
H 9.73275 -15.88626 6.05230 -0.089 -0.107 -0.507
H 8.53616 -15.73557 7.33468 -0.475 0.151 -0.144
H 9.63278 -17.07570 7.35944 0.174 -0.403 -0.017
H 9.21262 -13.85817 9.06744 -0.348 0.215 0.238
H 10.73117 -12.07499 10.31547 -0.365 0.793 -0.026
H 12.33769 -11.70131 9.57069 -0.071 0.385 -0.224
H 12.15221 -12.77435 10.95657 -0.061 -0.031 -0.745
H 16.85256 -17.59443 6.19279 -0.330 -0.081 -0.050
H 15.80750 -18.79772 7.01570 -0.267 0.047 -0.200
H 17.38817 -18.49347 7.55857 0.042 0.430 0.563
H 16.91105 -17.08319 9.94444 0.021 0.223 0.024
H 15.76610 -15.23854 11.65558 -0.191 -0.064 -0.237
H 14.13856 -14.73341 11.11475 0.726 0.006 -0.212
H 15.56862 -13.66206 10.92013 -0.313 -0.827 -0.471
C 16.70918 -14.27121 3.35346 0.501 0.844 2.464
C 16.50631 -14.62047 2.04942 -2.292 -1.828 0.072
C 15.45071 -15.52888 1.72900 0.822 0.824 0.023
C 14.68631 -16.04568 2.76957 -0.243 -1.674 -0.584
N 14.97469 -15.80105 4.07021 0.583 1.444 0.002
C 15.92428 -14.87682 4.37682 0.243 -0.562 -1.758
C 13.52362 -17.01968 2.51829 0.505 1.661 0.129
C 13.46769 -17.81661 1.38960 -0.654 -0.760 0.750
C 12.36346 -18.65798 1.18548 0.934 0.475 -0.797
C 11.30258 -18.57364 2.05951 0.305 -0.417 -0.356
C 11.36462 -17.73913 3.15605 -0.373 -0.278 0.379
C 12.46272 -16.95050 3.43038 0.311 0.804 0.931
H 17.47276 -13.49401 3.67131 -1.002 -1.168 -0.565
H 17.06448 -14.23701 1.25830 0.988 0.750 -1.050
H 15.23373 -15.77625 0.66892 0.114 0.185 0.983
H 16.08335 -14.66174 5.43382 -0.064 -0.031 -0.261
H 14.33024 -17.90904 0.79306 0.800 -0.024 -0.993
H 12.37845 -19.32026 0.30790 -0.211 0.244 0.567
H 10.47451 -19.22267 1.91530 -0.759 -0.360 -0.106
H 10.53846 -17.78515 3.85484 -0.200 0.147 0.071
C 12.09700 -21.38026 7.77816 -1.882 0.692 -1.427
O 11.53615 -20.03275 7.57779 -0.136 0.313 -0.691
C 12.14097 -19.15600 6.78356 1.102 1.565 0.047
O 11.83470 -17.93548 6.75576 0.311 -2.517 -0.016
N 13.25917 -19.60146 6.10313 -0.412 -0.733 -0.352
N 13.93477 -18.71970 5.21879 -0.379 -0.059 -0.729
H 11.34021 -21.90478 8.35165 0.298 0.181 0.454
H 13.02626 -21.21037 8.22842 1.339 -0.422 0.821
H 12.13931 -21.92473 6.82569 0.277 0.229 0.128
H 13.31526 -20.58077 5.81979 -0.251 0.418 0.367
H 13.48663 -18.71295 4.27238 0.143 -0.085 0.955
H 14.86239 -19.12296 5.06955 -0.135 0.426 0.322
```
Forces are in eV/Å.

Atomic partial charges in e from the Löwdin method, atoms 1 to 4: number 1, Sm, carries 1.76; number 2, C, carries 0.00; number 3, C, carries -0.37; number 4, C, carries 0.03

***

(3)
DFT (the ωB97M-V functional and the def2-TZVPD basis) results for a single C27H44O3 molecule.

Calculated values
Relative energy (zero: lowest compared OMol25 entry of this formula, charge and spin), kcal per mole: 6.75
Orbital gap, eV: 8.6316
SMILES: C[C@H](/C=C/[C@H](C)C(C)(C)O)[C@H]1CC[C@H]2/C(=C/C=C3C[C@@H](O)C[C@H](O)C3)CCC[C@]12C
Charge: 0

The geometry in XYZ format:
```
74
Properties=species:S:1:pos:R:3:forces:R:3
C -4.47704 2.57252 1.38309 0.046 -0.049 -0.253
C -3.51534 1.77693 0.48966 0.058 0.244 0.114
C -3.73441 0.32012 0.76462 -0.078 0.144 -0.243
C -4.25142 -0.53198 -0.10406 0.005 -0.216 0.315
C -4.52715 -1.97936 0.17881 -0.095 0.043 -0.301
C -3.51733 -2.82968 -0.60177 -0.194 0.017 0.261
C -6.00683 -2.31428 -0.16848 0.000 -0.188 0.833
C -6.93320 -1.35872 0.58748 0.155 -0.200 -0.419
C -6.34713 -3.75968 0.21694 0.024 0.328 -0.194
O -6.26764 -2.10502 -1.54522 -0.002 0.067 -0.333
C -2.08041 2.29760 0.68934 -0.057 -0.163 -0.191
C -1.42792 1.99608 2.05709 -0.069 0.068 0.048
C 0.08478 1.84636 1.79658 0.110 0.151 -0.063
C 0.26250 2.34620 0.36507 0.016 -0.328 0.150
C 1.47534 1.99398 -0.43964 0.139 0.182 0.195
C 2.46116 1.20503 0.00515 -0.357 0.171 0.190
C 3.63942 0.80403 -0.72302 0.421 -0.169 -0.195
C 4.61769 0.02171 -0.25068 -0.142 0.188 -0.190
C 5.79075 -0.36498 -1.10441 -0.088 -0.287 -0.178
C 6.10215 -1.85694 -0.92106 -0.115 0.278 0.202
O 7.07767 -2.30575 -1.83256 0.332 -0.124 -0.299
C 6.50583 -2.14824 0.53750 -0.098 0.253 -0.020
C 6.02657 -1.06560 1.51674 -0.194 -0.087 -0.317
O 6.07073 -1.52329 2.84931 -0.015 -0.132 0.376
C 4.62828 -0.57351 1.13161 0.180 0.151 0.209
C 1.40695 2.64069 -1.79642 0.103 -0.228 -0.171
C 0.11874 2.26114 -2.53885 -0.055 0.193 -0.003
C -1.12827 2.53532 -1.69818 0.060 -0.200 0.019
C -1.02202 1.84740 -0.33784 -0.127 0.398 -0.053
C -0.99082 0.32795 -0.51081 0.150 0.186 -0.015
H -4.24112 2.41364 2.43262 0.004 -0.006 0.169
H -5.50196 2.25173 1.20980 -0.103 -0.005 0.042
H -4.40855 3.63721 1.17053 0.009 0.145 0.025
H -3.78398 1.97099 -0.55474 -0.030 -0.039 -0.006
H -3.51988 -0.01375 1.77155 0.034 -0.142 0.189
H -4.49468 -0.21377 -1.10953 -0.004 0.151 -0.186
H -4.38980 -2.17173 1.24766 -0.028 0.033 0.006
H -3.61322 -2.66107 -1.67311 0.041 0.006 -0.145
H -2.50865 -2.54459 -0.31120 0.097 -0.003 -0.042
H -3.64174 -3.88980 -0.39512 0.029 -0.130 -0.041
H -7.96790 -1.59540 0.35505 -0.126 -0.047 0.011
H -6.77519 -1.44493 1.65848 0.027 0.013 0.148
H -6.73560 -0.33642 0.27933 -0.026 0.113 0.041
H -5.77297 -4.47119 -0.37298 0.069 -0.101 -0.027
H -7.40310 -3.94332 0.03174 -0.083 -0.024 -0.010
H -6.14164 -3.93205 1.26984 0.044 -0.067 0.138
H -5.76581 -2.75357 -2.05073 -0.041 0.007 -0.018
H -2.15229 3.38834 0.59150 0.049 -0.005 -0.037
H -1.62459 2.80788 2.75729 -0.045 -0.053 0.065
H -1.82877 1.08455 2.49554 -0.048 -0.027 0.093
H 0.38096 0.80128 1.87657 0.064 -0.055 0.026
H 0.68134 2.42136 2.50426 0.069 -0.070 0.036
H 0.20382 3.44283 0.39066 -0.069 0.040 -0.060
H 2.38276 0.81776 1.01029 -0.111 -0.016 0.179
H 3.73536 1.16596 -1.73724 0.083 -0.013 -0.138
H 5.58092 -0.16851 -2.15715 0.046 0.021 0.035
H 6.67451 0.21964 -0.82462 0.102 -0.002 -0.009
H 5.20728 -2.43077 -1.18493 0.044 0.107 0.072
H 7.88835 -1.80292 -1.68949 -0.048 -0.043 0.004
H 6.09413 -3.11247 0.84598 0.018 -0.020 0.052
H 7.59348 -2.23204 0.60052 -0.010 -0.038 -0.014
H 6.71744 -0.21610 1.50867 -0.082 -0.067 -0.091
H 5.46385 -2.26753 2.94027 0.045 0.037 -0.018
H 4.30273 0.16012 1.87179 -0.040 -0.086 0.034
H 3.93118 -1.41945 1.17355 -0.025 -0.060 0.082
H 2.26431 2.37503 -2.41258 0.034 0.090 -0.004
H 1.42292 3.72690 -1.65823 0.033 0.037 -0.001
H 0.15700 1.20360 -2.80314 0.008 -0.040 -0.080
H 0.06280 2.83102 -3.46934 0.015 -0.082 -0.036
H -2.01291 2.18558 -2.23491 -0.090 0.038 -0.020
H -1.23275 3.61412 -1.55200 -0.041 0.074 0.040
H -1.74118 0.01464 -1.23168 -0.079 -0.097 -0.027
H -1.19844 -0.17494 0.42776 -0.010 -0.172 0.094
H -0.01254 0.00422 -0.85936 0.059 -0.092 -0.046
```
Forces are in eV/Å.

Atomic partial charges in e from the Löwdin method, atoms 1 to 4: number 1, C, carries -0.05; number 2, C, carries -0.32; number 3, C, carries -0.09; number 4, C, carries -0.10